Below is C26H23N4NiPSSe as an isolated structure at a distorted geometry, with properties calculated with the ωB97M-V functional and the def2-TZVPD basis.

```
57
Properties=species:S:1:pos:R:3
Ni 10.422 8.797 7.401
C 10.676 12.915 6.537
C 10.087 11.585 6.905
N 10.913 10.557 6.637
N 12.053 10.867 5.975
C 12.625 9.690 5.614
N 13.897 9.811 5.263
S 11.770 8.127 5.751
C 8.805 11.245 7.368
C 7.687 12.040 7.446
C 6.472 11.511 7.858
C 6.381 10.183 8.288
C 7.575 9.423 8.156
N 8.722 9.821 7.656
H 10.060 13.770 6.760
H 10.820 12.882 5.473
H 11.686 13.007 7.042
H 14.248 10.790 5.144
H 14.501 8.978 5.149
H 7.804 13.133 7.188
H 5.636 12.238 7.945
H 5.544 9.671 8.810
H 7.498 8.375 8.406
C 13.636 12.531 11.655
C 12.546 12.029 12.453
C 11.966 10.837 12.066
C 12.327 10.153 10.790
C 13.389 10.683 10.056
C 14.081 11.780 10.591
P 11.162 8.909 10.097
C 9.779 9.189 11.144
C 9.115 8.156 11.762
C 7.760 8.376 12.144
C 7.246 9.663 12.316
C 8.068 10.690 11.877
C 9.156 10.448 11.041
C 11.613 7.217 10.265
C 12.651 6.822 11.156
C 13.143 5.522 11.100
C 12.672 4.653 10.133
C 11.697 5.053 9.217
C 10.990 6.296 9.404
H 14.122 13.492 11.919
H 12.259 12.584 13.340
H 11.275 10.321 12.813
H 13.799 10.174 9.149
H 15.032 12.076 10.136
H 9.611 7.209 11.825
H 7.251 7.499 12.527
H 6.272 9.924 12.793
H 7.809 11.727 12.084
H 9.593 11.210 10.455
H 12.965 7.544 11.903
H 13.783 5.160 11.904
H 13.077 3.655 10.049
H 11.327 4.526 8.364
Se 9.577 6.863 8.306
```

Values from the calculation:
- energy relative to the best compared isomer or geometry (same formula, charge and spin) (kJ/mol) = 9.7
- lowest unoccupied orbital energy (spin up / spin down) (eV) = 4.78 / 4.78
- Kohn-Sham gap (spin up / spin down) (eV) = 3.3 / 4.5
- charge = -2
- 2S+1 = 3
- expectation value of S² = 2.06
- E_HOMO (spin up / spin down) (eV) = 1.5 / 0.2


Below is one molecule with the formula C26H23N5O4 at a distorted geometry, with properties calculated with the ωB97M-V functional and the def2-TZVPD basis.

```
58
Properties=species:S:1:pos:R:3
C -3.687 -0.877 1.251
C -2.980 0.038 0.320
C -3.359 0.617 -0.854
C -2.253 1.384 -1.301
C -1.274 1.215 -0.370
O -1.715 0.403 0.625
C 0.090 1.802 -0.248
N 1.157 0.797 -0.299
C 2.422 1.274 -0.392
O 2.669 2.459 -0.387
C 3.549 0.242 -0.542
N 3.245 -0.810 -1.462
C 2.759 -0.712 -2.730
C 2.423 0.351 -3.559
C 1.924 0.023 -4.798
C 1.765 -1.311 -5.207
C 2.097 -2.368 -4.394
C 2.601 -2.062 -3.130
N 3.000 -2.846 -2.088
N 3.366 -2.102 -1.131
H 1.978 -3.393 -4.704
H 1.368 -1.502 -6.193
H 1.644 0.811 -5.481
H 2.546 1.375 -3.242
H 3.773 -0.223 0.421
H 4.433 0.799 -0.874
C 0.815 -0.581 -0.218
C 1.168 -1.330 0.898
C 0.807 -2.662 0.977
C 0.086 -3.250 -0.047
C -0.268 -2.504 -1.159
C 0.094 -1.173 -1.250
H -0.168 -0.592 -2.121
H -0.820 -2.960 -1.966
H -0.192 -4.290 0.016
H 1.093 -3.241 1.842
H 1.739 -0.874 1.695
H 0.253 2.532 -1.048
C 0.081 2.578 1.089
O -0.161 3.758 1.144
N 0.308 1.789 2.161
H 0.304 0.788 2.026
C 0.031 2.252 3.509
C -1.299 1.750 3.967
C -2.565 2.169 3.681
C -3.438 1.260 4.328
C -2.637 0.353 4.951
O -1.342 0.637 4.734
H -2.858 -0.503 5.557
H -4.508 1.285 4.331
H -2.834 3.019 3.088
H 0.036 3.343 3.472
H 0.814 1.894 4.182
H -2.196 1.977 -2.190
H -4.305 0.515 -1.343
H -3.735 -0.439 2.247
H -4.694 -1.061 0.890
H -3.153 -1.825 1.325
```

Values from the calculation:
- lowest unoccupied orbital energy (eV) = 0.50
- Kohn-Sham gap (eV) = 9.0
- charge = 0
- structure (SMILES) = Cc1ccc([C@@H](C(=O)NCc2ccco2)N(C(=O)Cn2nnc3ccccc32)c2ccccc2)o1
- E_HOMO (eV) = -8.5


Below is C26H23N5O6S3SiW as an isolated structure at a distorted geometry, with properties calculated with the ωB97M-V functional and the def2-TZVPD basis.

```
65
Properties=species:S:1:pos:R:3
W 1.592 -0.983 0.489
N 2.503 -0.530 2.507
N 2.871 0.831 2.565
C 2.889 1.535 1.353
O 3.489 2.564 1.233
O 2.113 0.979 0.434
H 1.890 -0.767 3.284
H 3.331 -1.129 2.512
H 3.619 1.059 3.204
C -4.986 -0.591 -1.924
C -3.552 -1.017 -2.023
C -3.063 -2.044 -1.218
C -1.747 -2.458 -1.320
C -0.907 -1.806 -2.211
C -1.372 -0.795 -3.041
C -2.697 -0.413 -2.943
S 0.739 -2.351 -2.401
O 1.192 -2.050 -3.723
O 0.881 -3.659 -1.845
N 1.699 -1.273 -1.400
C 3.075 -1.202 -1.964
C 4.118 -0.857 -0.886
O 5.241 -0.550 -1.172
O 3.662 -0.999 0.334
H -5.360 -0.694 -0.907
H -5.612 -1.211 -2.570
H -5.110 0.445 -2.238
H -3.723 -2.535 -0.513
H -1.381 -3.293 -0.742
H -0.705 -0.324 -3.750
H -3.070 0.378 -3.580
H 3.122 -0.497 -2.791
H 3.335 -2.194 -2.344
S -0.276 -1.833 1.580
C -0.093 -3.560 1.880
C -1.218 -4.227 2.438
N -2.155 -4.744 2.859
C 1.077 -4.167 1.586
S 2.374 -3.236 0.941
C 1.299 -5.555 1.827
N 1.477 -6.672 2.025
C -1.155 3.151 -3.223
C 0.122 2.651 -3.013
C 0.412 1.933 -1.862
C -0.576 1.683 -0.911
C -1.859 2.192 -1.139
C -2.147 2.927 -2.279
Si -0.369 0.831 0.741
C -0.058 2.023 2.142
C -0.519 1.675 3.417
C -0.336 2.525 4.496
C 0.298 3.747 4.309
C 0.740 4.116 3.047
C 0.561 3.260 1.971
H -1.374 3.722 -4.117
H 0.901 2.833 -3.742
H 1.418 1.572 -1.704
H -2.649 2.013 -0.416
H -3.144 3.321 -2.432
H -1.685 0.234 1.086
H -1.035 0.732 3.566
H -0.697 2.244 5.477
H 0.439 4.417 5.148
H 1.230 5.069 2.900
H 0.919 3.554 0.991
```

Values from the calculation:
- energy relative to the best compared isomer or geometry (same formula, charge and spin) (kJ/mol) = 42.1
- lowest unoccupied orbital energy (eV) = -2.48
- Kohn-Sham gap (eV) = 6.8
- charge = 0
- E_HOMO (eV) = -9.3


Below is C26H24AsCl3GeIrN4OS3Se as an isolated structure, with properties calculated with the ωB97M-V functional and the def2-TZVPD basis.

```
65
Properties=species:S:1:pos:R:3
Ir 0.237 0.313 -1.611
O -0.009 2.031 -0.508
N -0.381 3.202 -1.008
C -0.451 4.223 -0.119
C -0.809 5.466 -0.534
C -1.093 5.671 -1.894
C -1.007 4.624 -2.770
C -0.638 3.340 -2.326
S -0.498 1.990 -3.350
H -0.206 3.938 0.894
H -0.863 6.270 0.183
H -1.371 6.653 -2.247
H -1.208 4.744 -3.824
S 2.846 1.565 1.464
C 3.008 0.042 2.235
C 4.180 -0.282 2.939
C 4.282 -1.478 3.620
C 3.210 -2.363 3.628
C 2.040 -2.061 2.937
C 1.939 -0.877 2.228
As 0.376 -0.426 1.163
C -0.516 0.949 2.210
C -1.803 1.321 1.825
C -2.462 2.348 2.476
C -1.838 3.022 3.517
C -0.561 2.656 3.907
C 0.100 1.620 3.257
C -0.789 -1.946 1.522
C -1.711 -1.963 2.565
C -2.527 -3.070 2.757
C -2.423 -4.169 1.918
C -1.500 -4.161 0.883
C -0.689 -3.054 0.684
H 4.992 0.433 2.938
H 5.189 -1.719 4.155
H 3.279 -3.294 4.173
H 1.219 -2.767 2.952
H -2.294 0.805 1.006
H -3.464 2.624 2.173
H -2.353 3.824 4.030
H -0.074 3.169 4.725
H 1.093 1.337 3.583
H -1.797 -1.114 3.232
H -3.239 -3.075 3.571
H -3.055 -5.033 2.075
H -1.409 -5.020 0.231
H 0.023 -3.052 -0.133
C -0.172 -3.695 -5.767
N 0.153 -3.293 -4.411
C 0.319 -2.039 -4.014
N 0.062 -1.037 -4.843
S 0.895 -1.796 -2.408
H -0.092 -4.776 -5.835
H 0.533 -3.260 -6.477
H -1.191 -3.406 -6.034
H 0.276 -4.002 -3.707
H -0.181 -1.211 -5.805
H 0.455 -0.132 -4.622
Cl 2.975 3.022 -1.828
Ge 2.518 0.937 -2.201
Cl 4.158 -0.187 -1.374
Cl 2.849 0.751 -4.355
Se -4.266 -1.667 -1.040
C -2.660 -0.974 -1.250
N -1.608 -0.491 -1.362
```

Values from the calculation:
- energy relative to the best compared isomer or geometry (same formula, charge and spin) (kJ/mol) = 88.4
- lowest unoccupied orbital energy (spin up / spin down) (eV) = -2.25 / -6.22
- Kohn-Sham gap (spin up / spin down) (eV) = 7.0 / 4.5
- charge = +1
- 2S+1 = 5
- expectation value of S² = 6.07
- E_HOMO (spin up / spin down) (eV) = -9.2 / -10.7


Molecular weight / g mol⁻¹: 592.2; 469.5; 809.6; 1029.8